Entry 1:
83
Properties=species:S:1:pos:R:3:forces:R:3 method="wB97M-V/def2-TZVPD" spin_multiplicity=1 de_lowest_kcal_mol=0.0 homo_lumo_gap_ev="5.499 / 5.491" total_charge=+3
Ce -0.716273 0.225709 -0.089194 0.086 0.106 -0.472
C -0.182559 3.684550 -0.902557 -0.164 0.000 0.052
C 1.088002 2.869215 -1.108376 0.096 -0.067 0.075
C 1.078404 1.990850 -2.330522 0.054 -0.054 -0.041
C 1.844287 2.263702 -3.451878 -0.033 0.044 0.041
C 1.781150 1.407139 -4.542912 0.016 -0.020 -0.039
C 0.956040 0.291761 -4.489200 -0.073 0.057 0.014
C 0.218980 0.080478 -3.341682 0.082 -0.035 -0.035
N 0.283135 0.906549 -2.284907 -0.083 -0.135 0.240
N -1.375315 2.862162 -0.493794 0.065 -0.013 -0.023
C -2.484369 3.003678 -1.474603 0.078 0.013 -0.014
C -3.224419 1.735202 -1.811679 -0.027 -0.091 -0.102
C -4.356999 1.803155 -2.610600 -0.012 0.080 0.081
C -4.980722 0.636931 -3.013079 -0.021 -0.052 -0.016
C -4.455180 -0.588640 -2.614934 0.022 0.021 0.011
C -3.334116 -0.586808 -1.820346 -0.101 0.078 0.068
N -2.726775 0.554021 -1.415918 -0.078 -0.105 -0.028
C -1.853131 3.328376 0.830561 0.016 -0.053 0.078
C -0.957448 2.919308 1.973842 -0.132 -0.080 0.136
C -0.836243 3.708234 3.105910 0.032 0.038 -0.089
C -0.121969 3.229584 4.194110 0.015 -0.007 0.038
C 0.454567 1.966610 4.129221 0.036 0.045 -0.065
C 0.308821 1.245945 2.963403 -0.040 0.033 0.073
N -0.384302 1.704996 1.905905 -0.030 -0.153 -0.116
H -0.418829 4.233996 -1.812849 0.023 0.023 -0.002
H 0.001587 4.434953 -0.132926 0.052 -0.037 0.029
H 1.266856 2.267802 -0.206702 0.079 -0.078 0.041
H 1.936943 3.551950 -1.156288 -0.030 0.035 -0.053
H 2.485179 3.135398 -3.466717 -0.004 -0.001 -0.019
H 2.375011 1.605914 -5.425744 0.003 0.001 0.008
H 0.881003 -0.399462 -5.316527 0.012 0.010 -0.006
H -0.426521 -0.786174 -3.245048 -0.009 0.008 0.010
H -2.080873 3.390744 -2.410469 0.032 -0.063 -0.024
H -3.201634 3.755178 -1.131910 0.010 0.016 -0.010
H -4.740507 2.768236 -2.916411 -0.004 -0.007 0.003
H -5.864922 0.678106 -3.635668 0.004 0.005 0.000
H -4.905878 -1.524201 -2.913422 -0.011 0.009 -0.007
H -2.891181 -1.517197 -1.483903 -0.002 -0.002 0.018
H -2.850967 2.912777 1.007165 0.018 -0.049 -0.011
H -1.963028 4.417023 0.843601 -0.074 -0.005 -0.083
H -1.302930 4.683984 3.135681 0.008 0.003 0.014
H -0.020727 3.834275 5.086034 -0.005 -0.010 0.004
H 1.008644 1.552996 4.959870 0.003 0.015 0.001
H 0.737963 0.253292 2.870186 0.000 0.004 -0.025
Br 0.053436 -4.709763 -1.547324 0.066 0.041 -0.093
C -0.937519 -4.173788 -0.058559 -0.132 -0.273 0.278
C -1.521155 -5.159744 0.776546 0.044 0.080 -0.061
C -2.244378 -4.806288 1.880564 0.086 0.261 -0.101
Br -2.991683 -6.133777 2.955668 -0.070 -0.127 0.090
C -2.424468 -3.424599 2.211827 -0.023 -0.165 0.018
C -3.165218 -2.951391 3.311074 -0.009 -0.040 0.011
C -3.276694 -1.600339 3.536983 0.026 0.017 -0.039
C -2.641856 -0.716118 2.665045 -0.053 -0.027 0.069
N -1.936598 -1.114968 1.613336 0.056 -0.087 -0.090
C -1.828790 -2.462385 1.376858 -0.102 -0.047 0.137
C -1.088288 -2.851252 0.242456 0.302 0.490 -0.522
O -0.566659 -1.834583 -0.516617 -0.474 0.312 0.489
H -1.382905 -6.202457 0.525798 -0.010 -0.003 0.005
H -3.645141 -3.663389 3.970105 -0.001 0.017 0.011
H -3.843838 -1.218054 4.373188 0.005 0.010 -0.003
H -2.708123 0.353613 2.832617 -0.004 0.002 -0.005
C 3.923921 -3.031405 -0.168239 0.004 0.002 0.010
N 3.604719 -2.610763 1.197819 -0.017 -0.024 0.047
C 4.578357 -1.606388 1.635192 -0.013 -0.039 -0.018
N 4.652815 -0.453636 0.736142 -0.014 0.067 0.023
C 4.951026 -0.923399 -0.617379 -0.004 -0.026 -0.022
N 3.984279 -1.909260 -1.107680 -0.006 0.004 -0.043
C 2.680928 -1.325769 -1.349427 0.079 -0.044 0.116
P 1.992851 -0.650248 0.242819 0.008 0.200 0.008
C 2.237571 -2.147050 1.323409 0.103 0.056 -0.066
C 3.449710 0.362353 0.783258 0.138 -0.119 0.009
H 3.181339 -3.754644 -0.508818 0.000 0.005 -0.007
H 4.899502 -3.516322 -0.154800 -0.001 0.000 0.002
H 5.560105 -2.078110 1.662969 0.002 0.004 0.005
H 4.329969 -1.273055 2.643941 0.001 0.014 -0.003
H 5.935535 -1.390051 -0.604712 -0.001 -0.002 0.001
H 4.983900 -0.074492 -1.302408 -0.004 0.009 0.011
H 1.985003 -2.075072 -1.733450 0.015 -0.018 -0.018
H 2.759831 -0.512267 -2.075013 0.019 -0.010 -0.016
H 1.540139 -2.924851 1.005138 0.015 -0.023 0.005
H 2.017320 -1.893743 2.363487 0.029 -0.027 0.017
H 3.289564 0.736773 1.797655 0.017 -0.011 0.009
H 3.562737 1.228383 0.125807 0.012 -0.009 -0.016

=====

Entry 2:
82
Properties=species:S:1:pos:R:3:forces:R:3 method="wB97M-V/def2-TZVPD" spin_multiplicity=2 de_lowest_kcal_mol=4.6 homo_lumo_gap_ev="4.333 / 6.200" s_squared=0.774 total_charge=-2
Hg 0.049209 -0.380076 0.356834 -0.025 0.011 0.155
C 2.618240 -0.159143 5.915724 0.020 -0.010 -0.015
C 1.333632 0.346419 6.094018 -0.030 -0.001 -0.024
C 0.346724 0.154935 5.142757 0.023 0.004 0.091
C 0.620276 -0.559071 3.955580 -0.195 -0.009 -0.076
C 1.913055 -1.098466 3.804273 0.083 0.012 -0.059
C 2.889589 -0.889851 4.757815 -0.007 -0.008 -0.006
N -0.279181 -0.738050 2.930136 0.040 0.069 0.265
N -1.510611 -0.350629 3.211562 -0.087 -0.081 -0.268
C -2.373289 -0.351362 2.118435 0.047 0.089 0.177
C -3.746998 -0.315135 2.428227 -0.080 0.000 0.005
C -4.709034 -0.286790 1.437172 0.008 0.000 -0.004
C -4.334858 -0.299870 0.094338 0.030 0.011 0.027
C -2.979229 -0.330695 -0.224426 -0.067 0.019 -0.046
C -1.996458 -0.334765 0.755156 0.205 -0.150 0.079
H 3.392531 0.022601 6.651691 0.006 -0.016 0.017
H 1.102458 0.915777 6.989234 -0.002 0.027 -0.005
H -0.643778 0.566295 5.271624 -0.012 0.017 0.001
H 2.127220 -1.662016 2.902981 0.002 0.043 -0.003
H 3.882546 -1.295911 4.595124 0.015 -0.007 0.000
H -4.024746 -0.331342 3.476722 0.000 0.040 0.006
H -5.760036 -0.261535 1.708743 -0.003 -0.006 0.006
H -5.082879 -0.278658 -0.689985 -0.013 -0.009 -0.008
H -2.679474 -0.330695 -1.267368 0.019 -0.010 -0.004
Cl 0.101118 -5.854896 -5.631899 0.008 0.068 0.044
C 0.107317 -4.413630 -4.618247 -0.003 -0.043 -0.044
C 0.167641 -4.537096 -3.240863 0.009 -0.041 0.024
C 0.161890 -3.406076 -2.452221 0.017 -0.163 0.012
Cl 0.256545 -3.613800 -0.724170 -0.019 0.032 -0.005
C 0.084896 -2.065067 -2.956025 0.008 0.153 -0.143
O 0.057481 -1.030038 -2.254418 0.010 -0.066 0.001
C 0.050158 -2.041953 -4.394513 -0.017 -0.022 -0.061
Cl -0.005237 -0.470291 -5.157730 -0.008 -0.034 0.028
C 0.052389 -3.158815 -5.200956 0.006 0.021 -0.043
H 0.221454 -5.513257 -2.778758 -0.004 -0.006 0.016
H 0.012753 -3.048768 -6.276104 0.001 0.001 -0.007
C 5.629163 2.812605 0.244326 -0.030 -0.022 -0.011
C 5.687456 1.446333 0.919816 -0.059 0.025 0.011
N 4.760535 0.468137 0.369358 0.084 -0.078 -0.135
C 5.265900 -0.452353 -0.637876 -0.040 -0.076 -0.016
C 5.083406 0.046137 -2.067797 -0.015 0.006 0.018
C 3.437893 0.515514 0.717672 0.047 0.263 0.234
S 2.446234 -0.723369 0.033574 -0.035 -0.089 -0.215
N 3.150248 1.460726 1.589443 0.006 -0.072 -0.120
C 1.928907 1.974893 1.829903 -0.159 0.070 0.368
O 0.946353 1.969559 1.092552 0.106 -0.051 0.023
C 1.824703 2.749748 3.126201 0.045 -0.013 -0.113
C 0.563967 3.154930 3.549981 -0.037 0.000 -0.001
C 0.422150 3.900598 4.709117 -0.001 0.008 -0.007
C 1.541949 4.253157 5.452340 0.001 -0.002 -0.015
C 2.801884 3.846547 5.035941 -0.002 0.000 -0.025
C 2.940942 3.094965 3.876754 0.023 -0.034 0.054
H 6.343703 3.495915 0.709620 0.012 0.011 0.008
H 4.628922 3.229235 0.353208 -0.015 0.014 -0.002
H 5.861381 2.742294 -0.819113 0.013 0.003 -0.005
H 5.461031 1.564110 1.978943 0.019 -0.017 0.020
H 6.690522 1.022321 0.826418 -0.009 0.008 0.008
H 4.750035 -1.405317 -0.525065 0.094 0.016 0.013
H 6.324126 -0.615843 -0.420824 0.011 -0.025 -0.009
H 4.030711 0.262050 -2.248649 -0.004 -0.007 -0.019
H 5.397262 -0.720677 -2.778732 0.020 -0.008 -0.009
H 5.665209 0.950087 -2.255441 0.010 0.012 -0.004
H -0.294080 2.856815 2.961065 -0.015 -0.011 0.010
H -0.565494 4.200481 5.038212 -0.004 -0.010 0.007
H 1.432184 4.839823 6.357310 -0.006 -0.011 0.013
H 3.677757 4.112338 5.616826 -0.003 -0.012 0.001
H 3.913077 2.761444 3.540605 0.012 -0.012 0.008
C -2.165288 3.130442 -0.261012 0.105 0.063 0.021
C -0.909149 3.947944 -0.458541 0.060 0.026 -0.008
O -0.005190 3.174484 -1.212453 -0.072 0.143 -0.176
C 1.290720 3.714410 -1.263463 -0.020 -0.018 0.048
C 2.182251 2.722602 -1.976172 0.014 0.020 0.016
H -2.964952 3.731854 0.175870 -0.004 0.023 0.014
H -1.955678 2.287791 0.395424 -0.054 -0.033 -0.024
H -2.498624 2.735556 -1.221106 -0.060 -0.014 0.012
H -0.460278 4.207897 0.510370 0.013 -0.039 -0.003
H -1.120195 4.892967 -0.989258 -0.004 -0.004 -0.007
H 1.658164 3.891274 -0.242752 -0.012 0.018 -0.043
H 1.275546 4.688008 -1.784433 -0.005 -0.017 -0.024
H 2.206914 1.786047 -1.418659 -0.030 0.003 -0.009
H 3.199336 3.114105 -2.061559 0.012 0.001 -0.015
H 1.795875 2.505339 -2.972602 0.005 0.007 -0.021

=====

Entry 3:
82
Properties=species:S:1:pos:R:3:forces:R:3 method="wB97M-V/def2-TZVPD" spin_multiplicity=6 de_lowest_kcal_mol=65.2 homo_lumo_gap_ev="5.980 / 2.939" s_squared=8.813 total_charge=+1
Cr -0.163259 -0.578227 0.558057 -1.261 0.685 -0.881
C 3.362795 0.599291 4.351866 0.653 -0.193 1.847
N 2.583058 1.083541 3.284897 -0.041 0.379 -0.391
C 2.536293 2.509394 3.134006 -0.400 0.160 0.048
C 2.012178 0.282568 2.397563 -2.303 0.818 -1.106
N 1.127282 0.701299 1.495129 0.626 -0.682 1.343
N 2.303802 -1.038826 2.584512 1.002 -0.932 -0.092
C 2.163143 -2.035179 1.634778 -2.505 0.223 -2.517
N 3.002397 -3.074652 1.742905 1.919 -1.071 0.176
N 1.221911 -1.977871 0.711983 2.368 -1.182 2.001
H 3.413918 1.410733 5.097317 0.013 -0.537 -0.101
H 4.394806 0.391001 4.059552 0.105 -0.183 0.007
H 2.905465 -0.289107 4.844332 0.338 0.670 -0.166
H 1.991743 2.909523 3.979589 0.053 0.451 0.265
H 1.970004 2.730495 2.245289 0.278 0.489 -0.313
H 3.544906 2.915701 3.076308 -0.062 0.132 -0.029
H 0.714217 1.594404 1.775926 0.593 -0.272 -0.567
H 3.049408 -1.234806 3.245573 -0.269 0.180 -0.355
H 3.904484 -2.996263 2.260726 -1.265 -0.032 -0.778
H 3.054658 -3.638182 0.887431 0.067 0.236 0.783
H 1.075531 -2.842330 0.130373 0.924 1.087 0.828
S -0.004711 -4.344560 -0.571659 -0.750 0.162 -1.086
C -1.246397 -3.236061 -0.940781 -1.833 -0.215 1.424
N -1.485117 -1.979698 -0.535442 -1.132 0.147 0.688
C -2.876775 -1.634035 -0.514695 1.374 -2.324 -1.131
C -3.481232 -0.428857 -0.175705 -0.487 -0.251 0.029
C -4.858920 -0.295822 -0.268979 0.382 0.511 0.764
C -5.720539 -1.365500 -0.505350 -0.148 -2.645 -1.296
C -5.132239 -2.595419 -0.889459 -0.451 0.134 0.058
C -3.719649 -2.741773 -0.935801 -0.290 1.169 0.517
S -2.802331 -4.119050 -1.317299 0.631 0.703 -0.255
H -2.923439 0.374125 0.254138 0.495 0.481 -0.290
H -5.235642 0.692122 -0.062607 -0.311 0.065 0.142
H -6.848056 -1.395398 -0.487337 1.501 0.729 0.059
H -5.767514 -3.457334 -1.177829 0.458 0.706 0.330
N -2.884223 -1.163440 6.343691 0.454 -0.404 -0.798
C -2.440636 -1.007530 5.018307 -0.090 -2.017 1.106
C -2.276252 0.237494 4.464500 -0.461 0.883 -0.232
C -1.621613 0.342725 3.255195 0.192 0.228 -0.463
N -1.251454 -0.698687 2.473636 -0.392 0.288 1.388
C -1.526391 -1.910612 2.988038 0.377 -0.664 0.524
C -2.096930 -2.152660 4.234315 -0.079 2.076 -0.199
H -3.183627 -0.311893 6.802387 0.317 -0.284 0.094
H -2.331505 -1.820610 6.915066 -0.789 0.657 -0.486
H -2.722098 1.104243 4.982152 0.813 -0.285 -0.310
H -1.285430 1.337842 2.958832 -0.402 -0.218 -0.404
H -1.103862 -2.750087 2.435890 -0.477 0.043 -0.214
H -2.355984 -3.128151 4.581614 0.225 -0.520 0.126
C 1.151886 5.167389 -1.808751 0.253 0.214 0.717
C 0.473611 4.687899 -0.655977 1.103 1.494 -0.667
C 0.126311 3.376007 -0.571488 -1.200 -1.462 -0.135
C 0.330317 2.522857 -1.682787 -0.824 -0.745 0.853
C 0.765102 3.041613 -2.870247 0.915 0.551 0.253
C 1.263745 4.342571 -2.900288 0.067 -0.224 -0.492
Ge 0.111775 0.540620 -1.680238 -0.042 0.928 0.679
C -0.835671 0.281069 -3.356749 -0.741 -1.605 0.553
C -1.460121 1.363622 -3.937265 -0.051 0.805 -0.155
C -1.990993 1.278937 -5.220928 -0.209 0.978 -0.408
C -1.974183 0.064332 -5.880150 -0.018 -1.340 -0.576
C -1.446925 -1.107179 -5.260231 0.102 0.966 0.229
C -0.942535 -1.008101 -3.954380 -0.121 0.529 -0.710
C 1.941994 -0.005614 -2.158969 -0.002 -0.217 -0.003
C 2.100349 -1.227385 -2.815000 0.544 0.845 0.022
C 3.346484 -1.633246 -3.255720 -0.259 -0.628 -0.910
C 4.467183 -0.864558 -2.963270 0.050 0.177 0.368
C 4.355818 0.341371 -2.233940 -1.126 -1.108 -0.380
C 3.067343 0.763829 -1.864661 0.578 -0.712 0.018
H 1.673066 6.145183 -1.812128 -0.741 -0.574 0.047
H 0.323840 5.399637 0.138336 -0.172 -0.032 0.355
H -0.494162 2.979720 0.279650 0.932 0.396 -0.595
H 0.826963 2.398148 -3.736572 0.239 0.116 -0.117
H 1.792426 4.633598 -3.790735 0.046 0.441 -0.207
H -1.481919 2.333403 -3.395844 0.038 -0.807 -0.623
H -2.303079 2.240277 -5.714695 -0.058 -1.312 0.440
H -2.414061 -0.059734 -6.888357 0.489 0.326 0.605
H -1.305755 -2.029509 -5.838315 -0.544 0.309 0.342
H -0.620491 -1.932426 -3.434219 -0.053 0.777 -0.420
H 1.235405 -1.791135 -3.074518 -0.326 -0.449 -0.124
H 3.377521 -2.512647 -3.959722 0.361 0.842 1.072
H 5.404280 -1.285085 -3.290255 0.408 0.399 -0.022
H 5.213626 0.923081 -1.954543 0.326 0.114 -0.061
H 2.934672 1.657574 -1.279970 0.071 0.428 -0.037